DFT (ωB97M-V with the def2-TZVPD basis set) results for a 2-piece molecular cluster, C3H6F2O2 overall.

Properties
lowest unoccupied orbital energy (spin up / spin down)	0.67 / 0.67	eV
frontier orbital gap (spin up / spin down)	8.5 / 7.0	eV
energy above the lowest of the compared OMol25 structures with the same formula, charge and spin	531.5	kJ/mol
HOMO level (spin up / spin down)	-0.288 / -0.233	Ha

```
! wB97M-V def2-TZVPD RIJCOSX def2/J DEFGRID3
* xyz 0 1
C 1.14351 0.76541 1.34457
C -0.09973 -1.62406 -1.35020
C -0.54427 0.92805 -0.21349
O -1.59894 0.70071 0.51341
O 0.68319 1.25271 0.19099
F -0.88668 -2.40815 -0.56079
F -0.70487 1.32086 -1.45822
H 1.52261 -0.26284 1.25254
H 0.29788 1.00136 2.06862
H 2.05607 1.28226 1.76160
H 0.95507 -1.68763 -1.20249
H -0.60468 -1.38478 -2.36762
H -2.21915 0.11610 0.02110
*
```

natural (NBO) charges in e: number 1, C, carries -0.26; number 2, C, carries -0.10; number 3, C, carries 0.86; number 4, O, carries -0.69; number 5, O, carries -0.50; number 6, F, carries -0.37; number 7, F, carries -0.32; number 8, H, carries 0.18; number 9, H, carries 0.19; number 10, H, carries 0.20; number 11, H, carries 0.15; number 12, H, carries 0.15; number 13, H, carries 0.52



DFT (ωB97M-V with the def2-TZVPD basis set) results for C13H23ClMnNO4P as an isolated structure.

Properties
lowest unoccupied orbital energy (spin up / spin down)	-0.38 / -0.72	eV
frontier orbital gap (spin up / spin down)	5.6 / 7.5	eV
HOMO level (spin up / spin down)	-0.218 / -0.303	Ha

```
! wB97M-V def2-TZVPD RIJCOSX def2/J DEFGRID3
* xyz 0 6
C 1.32092 -3.58189 1.40727
C 2.19604 -2.69812 0.76910
C 1.78734 -1.39781 0.38464
C 0.48191 -1.01108 0.67879
C -0.38251 -1.86286 1.37745
C 0.04654 -3.13832 1.77947
C 2.76032 -0.43849 -0.26559
C 2.26616 0.61815 -1.28556
N 2.04803 0.09733 -2.60849
Mn -0.15848 0.84293 -0.01489
C -1.78303 -1.36584 1.65828
P -2.18259 -0.07693 0.37854
H 3.21143 -3.02662 0.54628
H -0.61792 -3.78087 2.36148
H 1.61982 -4.61111 1.63101
H -1.87802 -0.87640 2.64136
H -2.56101 -2.14016 1.63126
H 3.24009 0.15471 0.53354
H 3.56755 -1.00413 -0.75001
H 1.41148 1.27724 -0.92059
C -3.73542 0.69335 0.87364
C -2.51198 -1.12348 -1.07381
H 3.09773 1.33137 -1.43047
C 1.16331 -1.02636 -2.78974
C 1.90018 1.11084 -3.62441
H -0.35874 3.69798 1.73400
H 1.27511 -1.40203 -3.81873
H 1.40238 -1.83890 -2.09454
H 0.09464 -0.76352 -2.63661
H 1.94128 0.65211 -4.62012
H 0.94491 1.65986 -3.52867
H 2.71809 1.83349 -3.52465
H -3.39525 -1.74386 -0.89513
H -2.67341 -0.48037 -1.94673
H -1.64052 -1.76304 -1.25870
H -4.50431 -0.07800 1.00898
H -3.59691 1.24386 1.81561
H -4.06579 1.39240 0.09316
H -1.02620 1.45553 -1.24036
O -1.37268 5.82373 2.86100
Cl -0.66690 4.74625 3.48645
O 0.75803 4.87283 3.46211
O -1.22563 4.32513 4.72351
O -0.91601 3.40110 2.49090
*
```

natural (NBO) charges in e: number 1, C, carries -0.21; number 2, C, carries -0.23; number 3, C, carries -0.05; number 4, C, carries -0.49; number 5, C, carries -0.06; number 6, C, carries -0.22; number 7, C, carries -0.45; number 8, C, carries -0.18; number 9, N, carries -0.46; number 10, Mn, carries 1.09; number 11, C, carries -0.73; number 12, P, carries 0.82; number 13, H, carries 0.20; number 14, H, carries 0.21; number 15, H, carries 0.21; number 16, H, carries 0.24; number 17, H, carries 0.22; number 18, H, carries 0.22; number 19, H, carries 0.23; number 20, H, carries 0.08; number 21, C, carries -0.96; number 22, C, carries -0.95; number 23, H, carries 0.21; number 24, C, carries -0.41; number 25, C, carries -0.40; number 26, H, carries 0.49; number 27, H, carries 0.20; number 28, H, carries 0.21; number 29, H, carries 0.17; number 30, H, carries 0.20; number 31, H, carries 0.18; number 32, H, carries 0.19; number 33, H, carries 0.23; number 34, H, carries 0.25; number 35, H, carries 0.26; number 36, H, carries 0.23; number 37, H, carries 0.25; number 38, H, carries 0.25; number 39, H, carries -0.53; number 40, O, carries -0.72; number 41, Cl, carries 2.44; number 42, O, carries -0.74; number 43, O, carries -0.72; number 44, O, carries -0.75



DFT (ωB97M-V with the def2-TZVPD basis set) results for C31H31BaCl3GeN3O10P2 as an isolated structure.

Properties
lowest unoccupied orbital energy	2.02	eV
frontier orbital gap	8.6	eV
energy above the lowest of the compared OMol25 structures with the same formula, charge and spin	211.4	kJ/mol
HOMO level	-0.241	Ha

```
! wB97M-V def2-TZVPD RIJCOSX def2/J DEFGRID3
* xyz -1 1
Ba 0.62903 0.56955 0.03813
C -1.14926 2.27522 4.13944
C -1.59342 1.62262 2.84763
O -1.01657 1.84835 1.79816
N -2.63408 0.76868 2.97285
C -3.09886 -0.12573 1.93068
C -2.71332 -1.56627 2.18620
C -2.83008 -2.11776 3.46232
C -2.43759 -3.42639 3.67064
C -1.95610 -4.14938 2.59161
C -1.91624 -3.52652 1.35458
N -2.28543 -2.26794 1.14625
H -0.73419 3.25307 3.91075
H -0.35702 1.66101 4.56864
H -1.95456 2.37367 4.86634
H -2.92018 0.56648 3.91553
H -2.68018 0.20061 0.97972
H -4.18851 -0.04482 1.85366
H -3.21993 -1.53239 4.28543
H -2.50583 -3.87368 4.65431
H -1.62108 -5.17175 2.69800
H -1.55933 -4.06516 0.48637
O 1.58208 2.52090 -1.00191
P 1.98356 1.66837 -2.34995
O 3.27241 2.08320 -2.90567
O 1.77522 0.20342 -1.96454
O 0.70212 2.04145 -3.26839
P -0.81404 1.45291 -2.92247
O -0.56241 -0.11532 -3.16667
O -1.83090 2.02540 -3.80309
O -0.88702 1.63175 -1.40454
H 0.59420 2.46711 -1.08767
H 0.36594 -0.18116 -2.81708
O 2.36474 0.00036 1.83530
C 1.60887 -0.93864 2.16869
O 0.35450 -0.88966 2.09722
C 2.22168 -2.28227 2.55468
C 2.51012 -3.06648 1.26440
Ge 4.31518 -2.93706 0.50529
C 4.19750 -3.65770 -1.31746
C 4.61170 -2.95254 -2.44182
C 4.47246 -3.49028 -3.71368
C 3.92054 -4.74993 -3.87929
C 3.50564 -5.46969 -2.76761
C 3.64206 -4.92327 -1.50249
C 5.17782 -1.18968 0.50662
C 6.20225 -0.90722 1.40678
C 6.80639 0.34138 1.42801
C 6.39888 1.32189 0.53809
C 5.38694 1.05275 -0.37120
C 4.78054 -0.19229 -0.37936
C 5.46738 -4.17968 1.51822
C 5.02553 -4.84819 2.65549
C 5.84225 -5.74800 3.32748
C 7.12436 -5.99670 2.86738
C 7.58466 -5.33946 1.73484
C 6.76201 -4.44339 1.07257
H 1.48358 -2.81937 3.15294
H 3.12196 -2.12723 3.15491
H 1.78676 -2.79363 0.49306
H 2.35240 -4.13758 1.42918
H 5.03646 -1.96181 -2.33344
H 4.78760 -2.91660 -4.57563
H 3.80745 -5.16808 -4.87194
H 3.07032 -6.45423 -2.88820
H 3.31146 -5.49886 -0.64376
H 6.53136 -1.66434 2.10991
H 7.59588 0.54605 2.14101
H 6.86999 2.29691 0.55056
H 5.06109 1.80282 -1.07977
H 3.98779 -0.37769 -1.09334
H 4.02735 -4.66408 3.03624
H 5.47494 -6.25473 4.21117
H 7.76361 -6.69954 3.38698
H 8.58547 -5.52805 1.36760
H 7.13467 -3.93965 0.18691
Cl -1.67114 -2.61623 -4.69099
C -1.01144 -3.76867 -3.54419
Cl -2.31304 -4.77848 -2.85934
Cl 0.18788 -4.82226 -4.32775
C -0.35094 -3.10305 -2.42734
N 0.19897 -2.68139 -1.51614
*
```

Löwdin charges in e: number 1, Ba, carries 2.25; number 2, C, carries 0.01; number 3, C, carries -0.53; number 4, O, carries -0.08; number 5, N, carries 0.07; number 6, C, carries -0.09; number 7, C, carries -0.27; number 8, C, carries -0.03; number 9, C, carries -0.07; number 10, C, carries -0.07; number 11, C, carries -0.14; number 12, N, carries 0.13; number 13, H, carries 0.09; number 14, H, carries 0.09; number 15, H, carries 0.07; number 16, H, carries 0.12; number 17, H, carries 0.12; number 18, H, carries 0.13; number 19, H, carries 0.10; number 20, H, carries 0.10; number 21, H, carries 0.10; number 22, H, carries 0.09; number 23, O, carries -0.35; number 24, P, carries 0.17; number 25, O, carries -0.26; number 26, O, carries -0.59; number 27, O, carries -0.26; number 28, P, carries 0.20; number 29, O, carries -0.21; number 30, O, carries -0.27; number 31, O, carries -0.59; number 32, H, carries -0.04; number 33, H, carries 0.00; number 34, O, carries -0.17; number 35, C, carries -0.80; number 36, O, carries -0.22; number 37, C, carries -0.17; number 38, C, carries -0.26; number 39, Ge, carries 1.03; number 40, C, carries -0.26; number 41, C, carries -0.09; number 42, C, carries -0.08; number 43, C, carries -0.12; number 44, C, carries -0.12; number 45, C, carries -0.11; number 46, C, carries -0.26; number 47, C, carries -0.11; number 48, C, carries -0.10; number 49, C, carries -0.09; number 50, C, carries -0.06; number 51, C, carries -0.11; number 52, C, carries -0.26; number 53, C, carries -0.11; number 54, C, carries -0.10; number 55, C, carries -0.11; number 56, C, carries -0.10; number 57, C, carries -0.11; number 58, H, carries 0.10; number 59, H, carries 0.11; number 60, H, carries 0.04; number 61, H, carries 0.06; number 62, H, carries 0.09; number 63, H, carries 0.10; number 64, H, carries 0.10; number 65, H, carries 0.09; number 66, H, carries 0.10; number 67, H, carries 0.09; number 68, H, carries 0.09; number 69, H, carries 0.10; number 70, H, carries 0.09; number 71, H, carries 0.08; number 72, H, carries 0.09; number 73, H, carries 0.10; number 74, H, carries 0.09; number 75, H, carries 0.10; number 76, H, carries 0.11; number 77, Cl, carries 0.67; number 78, C, carries -1.59; number 79, Cl, carries 0.59; number 80, Cl, carries 0.62; number 81, C, carries -0.37; number 82, N, carries 0.25



Number 1: calculated total energy -12732.98844 eV, maximum force 5.40 eV/A. Number 2: calculated total energy -76653.76173 eV, maximum force 2.02 eV/A. Number 3: calculated total energy -170962.77168 eV, maximum force 5.56 eV/A.